Below is a molecular structure, C47H47BBrN6O2P2SiV in a non-equilibrium geometry, with properties calculated with ωB97M-V/def2-TZVPD.

Structure (XYZ):
```
108
Properties=species:S:1:pos:R:3:forces:R:3
V -0.939004 0.524379 -0.294427 0.6184 -1.6190 0.5670
C -0.246904 2.933515 -3.673503 0.0090 0.0436 -0.0159
C 0.142969 1.934279 -2.778380 -0.2032 0.0062 -0.0370
N -0.704602 1.869040 -1.756247 0.1153 1.1240 -1.3325
N -1.657718 2.804754 -1.980336 -0.0002 0.0759 0.1083
C -1.401935 3.456765 -3.123643 0.0439 -0.0746 0.0006
B -2.861309 2.906077 -1.009856 0.2405 -0.2213 0.0207
N -2.285721 3.063576 0.414657 0.0122 -0.1125 -0.1001
C -2.411868 4.086676 1.272213 0.0472 -0.0055 0.0009
C -1.590167 3.851118 2.354730 -0.0073 -0.0327 0.0712
C -0.979320 2.628430 2.061732 -0.0679 0.0197 -0.0417
N -1.399383 2.148628 0.894169 -0.4821 1.1825 0.8164
N -3.609975 1.550711 -1.071442 0.0289 0.0354 0.0963
C -4.854205 1.257576 -1.472689 0.0510 -0.0580 -0.0458
C -5.019798 -0.113179 -1.402900 -0.0340 -0.0184 0.0422
C -3.788574 -0.586309 -0.942599 -0.0053 0.1569 -0.0172
N -2.944800 0.424176 -0.738022 -1.2829 -0.0466 -0.5119
H 0.237250 3.231822 -4.588982 -0.0203 -0.0384 0.0510
H 0.980928 1.258854 -2.821594 -0.0037 -0.0122 0.0527
H -2.057922 4.239358 -3.471129 0.0135 -0.0411 0.0498
H -3.589129 3.820238 -1.295624 0.0330 -0.0434 0.0016
H -3.063215 4.916814 1.046140 0.0298 -0.0715 -0.0196
H -1.442791 4.470540 3.224338 0.0030 -0.0356 -0.0736
H -0.239225 2.097021 2.634573 -0.0272 -0.0558 -0.0243
H -5.524739 2.034067 -1.805100 0.0408 -0.0033 0.0690
H -5.897180 -0.685073 -1.655009 0.0595 0.0180 -0.0168
H -3.470049 -1.602066 -0.771784 0.0369 0.0329 0.0067
C 0.516618 -1.886875 1.816982 0.0285 0.1973 -0.2723
C 1.457409 -1.347610 0.719931 -0.0732 -0.0676 0.1032
P 1.547589 0.698987 0.687882 0.7574 -0.2221 0.2867
C 2.005676 2.713714 0.755251 0.0782 -0.0136 0.0037
C 2.319517 3.385437 1.942865 -0.0314 0.0703 -0.0102
C 2.598462 4.750733 1.981810 -0.0970 -0.0353 -0.0454
C 2.558072 5.506616 0.818260 0.0058 -0.0760 0.0453
C 2.227673 4.874459 -0.374352 -0.0254 -0.0086 0.0359
C 1.960961 3.510036 -0.393045 0.0148 0.0329 0.0853
C 2.669166 0.461326 2.173690 -0.1882 -0.1047 0.1190
C 2.204751 0.434368 3.487541 0.0068 0.1029 0.0079
C 3.024743 0.062016 4.549856 0.0356 0.0066 -0.0810
C 4.350507 -0.268728 4.318718 -0.0303 0.0000 -0.0136
C 4.848559 -0.184938 3.023044 -0.0482 0.0217 0.0038
C 4.020002 0.169710 1.968765 0.0059 0.0686 -0.0081
P -1.259348 -1.542313 1.403400 -0.0859 0.1526 1.1119
C -2.013154 -3.152791 1.944291 0.0718 -0.0576 -0.4842
C -1.871861 -3.585758 3.265110 -0.0069 -0.0330 -0.0072
C -2.344252 -4.827641 3.655883 -0.0244 -0.0266 -0.0971
C -2.968549 -5.662645 2.731187 0.0358 0.0912 0.0562
C -3.139036 -5.231014 1.427109 -0.0058 -0.0305 0.0036
C -2.658291 -3.984401 1.037108 -0.0259 0.0588 -0.1232
C -2.058585 -0.593010 2.782154 0.1519 -0.0695 0.0767
C -1.445315 -0.173129 3.955362 0.1029 -0.0479 -0.0177
C -2.147179 0.544501 4.917158 -0.0045 0.0163 0.0469
C -3.485002 0.844420 4.722690 -0.0401 -0.0049 -0.0693
C -4.123073 0.400030 3.568691 0.0862 -0.0055 -0.0014
C -3.417399 -0.314338 2.613609 0.0059 0.0900 -0.0097
H 0.769054 -1.493075 2.804283 0.0455 -0.0169 0.0229
H 0.595746 -2.971476 1.879653 -0.0373 -0.1272 0.1042
H 1.066541 -1.640288 -0.257346 0.0206 -0.0247 -0.0379
H 2.439523 -1.817073 0.839995 0.0510 0.0576 0.0047
H 2.360338 2.842599 2.881995 0.0446 0.0330 -0.0589
H 2.841565 5.224445 2.928330 0.0127 -0.0262 -0.0269
H 2.787235 6.566453 0.841662 -0.0385 -0.0204 -0.0124
H 2.176591 5.446264 -1.295879 0.0169 -0.0301 0.0086
H 1.721354 3.054940 -1.341351 0.0060 -0.0550 -0.1061
H 1.194132 0.753716 3.704382 -0.0747 -0.0756 -0.0133
H 2.624219 0.034635 5.557020 -0.0106 0.0179 -0.0124
H 4.990263 -0.582331 5.135617 -0.0045 0.0568 -0.0185
H 5.893119 -0.400432 2.832063 -0.0002 -0.0252 -0.0170
H 4.426128 0.224141 0.965561 -0.0059 -0.0468 0.0112
H -1.388863 -2.946413 3.995060 -0.0045 0.0025 -0.0303
H -2.227227 -5.148442 4.683872 0.0261 -0.0058 -0.0097
H -3.313032 -6.645187 3.029376 -0.0508 0.0330 0.0204
H -3.642203 -5.866086 0.708229 0.0388 0.0165 -0.0236
H -2.781303 -3.660668 0.007903 0.0577 -0.0430 0.0350
H -0.404830 -0.413013 4.129211 0.0023 0.0076 0.0237
H -1.644066 0.871156 5.820991 0.0011 -0.0145 -0.0476
H -4.029829 1.421193 5.460319 0.0061 -0.0247 -0.0043
H -5.171243 0.619627 3.406667 0.0029 -0.0066 0.0017
H -3.927741 -0.658844 1.720948 0.0105 0.0720 -0.0151
Br -3.419934 -2.381182 -5.050210 -0.0026 0.0414 0.0286
C -1.957015 -3.270158 -4.223460 0.0676 -0.0467 0.0468
C -1.764149 -4.588675 -4.623553 0.0272 0.0054 0.0284
C -0.752333 -5.349300 -4.060612 -0.0585 -0.0299 -0.0385
C 0.063300 -4.793244 -3.087468 0.0404 0.0781 0.0314
C -0.138441 -3.479235 -2.697328 -0.0153 -0.0616 -0.0694
C -1.142452 -2.682983 -3.255959 0.1052 -0.0082 -0.0293
C -1.240169 -1.229017 -2.775246 0.1810 -0.3905 0.4742
O -1.819838 -0.408886 -3.465800 -0.0231 0.2413 -0.1002
O -0.673781 -1.057307 -1.630052 -0.0990 0.0439 -0.5901
H -2.411570 -5.009797 -5.380300 -0.0234 -0.0051 0.0149
H -0.609647 -6.375602 -4.379923 -0.0118 0.0432 -0.0016
H 0.855745 -5.379078 -2.637057 -0.0144 0.0323 0.0001
H 0.487319 -3.022023 -1.942933 -0.0028 -0.0073 0.0166
C 5.945598 0.197945 -3.330932 0.1494 0.0545 0.1954
Si 4.075951 0.176082 -3.348108 0.1016 -0.0873 -0.2287
C 3.528979 -1.486592 -3.994827 -0.1160 -0.0970 -0.0721
C 3.502583 1.567669 -4.454795 -0.1412 0.1311 -0.0567
C 3.332633 0.408060 -1.707089 -0.0213 -0.0437 0.0360
C 2.622908 0.539425 -0.732155 -0.2132 0.0828 0.0553
H 6.315954 0.067571 -4.352271 -0.0027 0.0001 0.0388
H 6.353225 -0.609777 -2.715749 -0.0287 0.0611 -0.0383
H 6.334981 1.145603 -2.946608 -0.0248 -0.0723 -0.0274
H 3.908522 -1.672840 -5.004849 -0.0245 0.0151 0.0591
H 2.437034 -1.558621 -4.017996 0.0755 -0.0059 0.0019
H 3.900433 -2.278558 -3.338289 -0.0338 0.0168 -0.0355
H 4.059262 1.585515 -5.396719 -0.0346 -0.0229 0.0431
H 3.651791 2.526499 -3.948691 -0.0061 -0.0430 -0.0518
H 2.437333 1.479672 -4.689770 0.0844 0.0093 0.0063
```
Forces are in eV/Å.

Output
2S+1 ... 4
Orbital gap (spin up / spin down) ... 6.202 / 6.271 eV
HOMO energy (spin up / spin down) ... -3.741 / -3.810 eV
⟨S²⟩ ... 3.76
Net charge ... -1

Mulliken atomic charge list, values in e, 5 entries: atom 1 (V): -0.78, atom 2 (C): -1.21, atom 3 (C): -1.36, atom 4 (N): 1.50, atom 5 (N): 0.16

---

Below is a single C10H6O2 molecule in a non-equilibrium geometry, with properties calculated with ωB97M-V/def2-TZVPD.

Structure (XYZ):
```
18
Properties=species:S:1:pos:R:3:forces:R:3
C 2.296301 -0.508481 -0.847946 -2.1189 -0.1879 -1.3503
C 1.087590 -1.133116 -0.429202 -1.3956 2.0609 1.4039
C 1.020028 1.423898 -1.708777 -1.4078 -2.1482 0.5488
C -0.200321 0.816308 -1.173811 2.5866 0.8456 -0.3113
C 2.162566 0.711034 -1.596847 -0.1985 -1.6688 1.6583
C -0.170795 -0.378095 -0.518224 1.3988 -2.3226 -0.5326
C -1.234746 0.379630 2.010293 -2.0313 -2.8689 -2.1478
C -2.008032 -0.609747 1.192433 2.4501 0.9671 1.1322
C -0.064980 0.878955 1.644356 2.5965 3.0449 0.2136
C -1.411546 -1.149719 -0.005529 -0.8024 1.2859 -0.7803
O 0.876220 1.587862 1.534263 -1.8976 -1.9525 0.2910
O -1.932131 -2.064086 -0.646380 0.7672 0.3477 0.4560
H 3.203907 -1.069122 -0.906159 0.5781 -0.0881 0.4829
H 0.843353 -1.959367 0.303216 1.6629 0.2044 -1.3440
H 0.934319 2.269303 -2.327006 -0.0544 1.2035 -0.3951
H -1.033262 1.441904 -1.175878 -1.6428 0.6473 -0.2756
H -1.578173 0.543191 2.998077 -0.0188 0.4830 0.8419
H -2.790299 -1.180354 1.653121 -0.4722 0.1464 0.1083
```
Forces are in eV/Å.

Output
2S+1 ... 1
Orbital gap (spin up / spin down) ... 8.252 / 7.410 eV
HOMO energy (spin up / spin down) ... -9.501 / -8.184 eV
Energy above the lowest of the compared OMol25 structures with the same formula, charge and spin ... 4.478 eV

Mulliken atomic charge list, values in e, 5 entries: atom 1 (C): -0.51, atom 2 (C): -0.14, atom 3 (C): -0.50, atom 4 (C): -0.05, atom 5 (C): -0.20

---

no.,DFT total energy (eV)
1,-185403.9713
2,-14556.4827